Record 1
{"formula": "C11H26InN4O6P2", "method": "ωB97M-V/def2-TZVPD", "species": ["N", "P", "In", "C", "C", "N", "C", "O", "N", "O", "P", "N", "H", "H", "H", "H", "H", "H", "H", "H", "H", "H", "H", "H", "H", "H", "O", "C", "O", "C", "C", "C", "H", "H", "H", "H", "H", "H", "O", "C", "O", "C", "C", "C", "H", "H", "H", "H", "H", "H"], "coordinates": [[0.43272, -5.76596, 1.23171], [0.17329, -4.20564, 1.48222], [0.90763, -2.53860, -0.33850], [-0.54493, -0.89172, -0.34538], [-1.93970, -1.41531, -0.64275], [-2.94994, -0.33127, -0.66844], [0.68258, -3.55534, -2.28217], [1.68363, -4.57968, -2.47082], [1.33422, -5.33510, -3.61473], [1.45430, -6.48321, -3.41969], [3.28640, -1.77466, 0.13388], [3.73348, -0.33694, -0.40128], [0.87926, -5.89303, 0.32929], [0.71223, -3.78575, 2.72605], [-1.19666, -3.97001, 1.79236], [-0.54550, -0.38800, 0.62556], [-0.28292, -0.17885, -1.12690], [-1.96247, -1.89603, -1.62548], [-2.20946, -2.19734, 0.08000], [-3.12442, -0.01146, 0.27842], [-3.83012, -0.66554, -1.04771], [0.73183, -2.81802, -3.09165], [-0.31074, -4.01438, -2.30616], [3.50988, -1.90516, 1.52738], [4.16994, -2.78737, -0.31480], [2.96362, 0.13069, -0.86718], [1.12926, 1.88090, -1.56118], [0.01417, 2.27814, -1.70540], [-0.80454, 2.53039, -0.64866], [-2.09799, 2.95094, -1.10168], [-1.88603, 3.46071, -2.52394], [-0.72778, 2.58530, -2.99245], [-2.75630, 2.07967, -1.08336], [-2.47097, 3.70491, -0.41019], [-2.78396, 3.38551, -3.13398], [-1.57313, 4.50661, -2.50411], [-1.06105, 1.63490, -3.41375], [-0.05828, 3.07300, -3.69607], [1.87488, 0.51666, 2.99251], [1.34660, 1.56258, 3.19626], [1.62630, 2.32811, 4.29767], [0.73185, 3.44400, 4.36217], [0.23647, 3.65405, 2.93418], [0.26041, 2.23360, 2.37815], [-0.08477, 3.19264, 5.04554], [1.27974, 4.29264, 4.76748], [-0.73454, 4.14440, 2.88779], [0.95365, 4.26846, 2.38750], [-0.66943, 1.69142, 2.56194], [0.49727, 2.19415, 1.32034]], "atomic_forces_ev_per_a": [[0.0, 0.0, 0.0], [0.2, -0.4, -0.4], [0.0, 0.1, 0.2], [-0.3, -0.2, -0.1], [0.0, -0.1, 0.1], [0.0, 0.0, -0.2], [0.0, 0.3, -0.1], [-0.3, -0.5, -0.1], [-0.3, 0.3, 0.4], [0.4, 0.0, -0.1], [-0.1, 0.5, -0.2], [0.0, -0.1, -0.1], [0.0, 0.0, 0.0], [-0.2, 0.1, 0.1], [0.0, 0.2, 0.2], [0.1, 0.1, -0.1], [0.1, 0.1, 0.2], [0.0, 0.1, 0.0], [0.0, 0.0, 0.0], [0.0, 0.0, 0.0], [0.0, -0.1, 0.2], [0.1, -0.1, 0.0], [0.0, -0.1, 0.0], [0.1, -0.2, 0.0], [0.0, -0.1, 0.2], [0.0, 0.1, 0.1], [0.0, 0.1, 0.0], [-0.1, 0.0, 0.1], [0.1, 0.2, -0.1], [-0.3, -0.1, 0.0], [0.1, 0.0, 0.0], [0.0, 0.1, 0.0], [0.1, 0.0, 0.0], [0.1, 0.0, 0.0], [0.0, -0.1, 0.0], [0.0, 0.0, 0.0], [0.0, 0.0, 0.0], [0.0, -0.1, 0.0], [0.1, 0.0, 0.1], [-0.3, -0.2, -0.1], [0.0, 0.0, 0.0], [0.0, 0.0, 0.0], [0.1, 0.0, 0.0], [0.2, 0.3, 0.1], [0.0, 0.0, 0.0], [0.0, 0.0, 0.0], [0.0, 0.0, 0.0], [0.0, 0.0, 0.0], [0.0, 0.0, -0.1], [-0.1, -0.2, 0.0]], "charge": -1, "spin_multiplicity": 1, "homo_lumo_gap_ev": 6.80, "total_energy_ha": -1977.91141, "lumo_energy_ev": 2.31, "homo_ev": -4.494}

Record 2
{"formula": "C23H38F3N10OP", "method": "ωB97M-V/def2-TZVPD", "species": ["O", "C", "C", "P", "C", "F", "F", "F", "H", "H", "H", "H", "H", "H", "H", "H", "C", "C", "N", "H", "H", "H", "C", "C", "N", "H", "H", "H", "C", "C", "N", "H", "H", "H", "C", "C", "N", "H", "H", "H", "C", "C", "N", "H", "H", "H", "C", "C", "N", "H", "H", "H", "C", "C", "N", "H", "H", "H", "C", "C", "N", "H", "H", "H", "C", "C", "N", "H", "H", "H", "C", "C", "N", "H", "H", "H"], "coordinates": [[2.55502, 0.35288, 2.77832], [2.30119, -0.38711, 1.53231], [1.20625, 0.42192, 0.62003], [-0.52167, -0.39424, 0.97268], [3.75340, -0.65310, 0.75472], [4.52704, -1.54248, 1.69902], [4.54548, 0.59544, 0.59537], [3.44148, -1.33428, -0.53052], [1.90496, 1.10199, 2.92014], [1.92357, -1.46242, 1.84668], [1.42298, 0.31633, -0.54206], [1.20440, 1.58491, 0.88263], [-1.22727, 0.85860, 0.70469], [-0.10948, -0.81342, 2.30645], [-0.23722, -1.28282, -0.16205], [-1.76858, -1.09059, 1.18954], [2.23358, 3.81690, -2.13551], [1.31148, 2.66911, -2.11312], [0.58284, 1.76225, -2.09534], [2.29851, 4.30277, -1.15630], [3.24853, 3.51495, -2.41470], [1.91360, 4.57883, -2.85408], [1.61950, 7.99118, -1.42287], [2.57143, 6.92191, -1.07838], [3.32351, 6.07696, -0.80623], [0.58948, 7.62082, -1.45519], [1.64694, 8.80757, -0.69348], [1.83769, 8.42638, -2.40381], [-2.34749, -4.09179, -0.54639], [-3.02217, -3.33838, 0.52383], [-3.55522, -2.74298, 1.36940], [-1.44611, -3.57789, -0.89647], [-2.04160, -5.08768, -0.20893], [-2.99886, -4.23075, -1.41569], [-3.46715, -4.39883, 4.64595], [-2.51521, -5.46810, 4.99044], [-1.76313, -6.31304, 5.26259], [-4.49716, -4.76918, 4.61363], [-3.43971, -3.58244, 5.37534], [-3.24896, -3.96362, 3.66500], [-4.40909, -3.81077, -4.54599], [-3.45715, -4.88004, -4.20150], [-2.70507, -5.72498, -3.92935], [-5.43910, -4.18112, -4.57831], [-4.38165, -2.99438, -3.81660], [-4.19090, -3.37556, -5.52694], [-0.01802, -3.84996, -6.70400], [-0.69270, -3.09655, -5.63378], [-1.22574, -2.50115, -4.78821], [0.88336, -3.33606, -7.05408], [0.28788, -4.84585, -6.36654], [-0.66938, -3.98892, -7.57330], [4.78198, -0.33073, 5.16908], [4.10730, 0.42268, 6.23930], [3.57426, 1.01808, 7.08487], [5.68336, 0.18317, 4.81900], [5.08788, -1.32662, 5.50654], [4.13062, -0.46969, 4.29978], [-1.67979, 0.79990, -5.15925], [-2.77633, 1.35463, -5.97046], [-3.64268, 1.79293, -6.61152], [-0.70141, 1.00935, -5.60428], [-1.67192, 1.22045, -4.14814], [-1.76246, -0.28726, -5.05675], [3.06306, 5.02339, 2.68635], [2.14096, 3.87560, 2.70874], [1.41232, 2.96874, 2.72652], [3.12799, 5.50926, 3.66556], [4.07801, 4.72143, 2.40716], [2.74308, 5.78532, 1.96778], [-3.50157, 0.00396, 4.15024], [-2.70057, 1.06918, 3.52422], [-2.06772, 1.91093, 3.02967], [-4.36986, 0.40922, 4.68031], [-3.87878, -0.70759, 3.40816], [-2.91610, -0.56766, 4.87807]], "atomic_forces_ev_per_a": [[-0.5, -0.7, -1.3], [0.0, 1.0, -0.2], [1.8, 0.4, -0.4], [0.1, 0.2, -0.7], [-0.6, 0.2, 1.5], [-1.7, 2.4, -3.5], [-2.3, -4.4, -0.1], [1.9, 2.1, 3.9], [0.8, -1.1, -0.8], [0.8, 1.9, -0.9], [-0.4, 0.1, 2.6], [0.2, -2.7, -0.5], [0.5, -0.7, 0.1], [0.0, 0.3, -0.5], [-0.2, 0.3, 0.6], [0.0, 0.3, 0.0], [-0.1, -0.2, 0.1], [-0.8, -1.0, -0.2], [1.1, 1.6, -0.3], [-0.2, -0.5, -0.3], [-0.2, -0.1, 0.1], [-0.1, -0.3, 0.1], [-0.2, 0.2, -0.1], [0.9, -0.7, 0.3], [-1.1, 1.9, -0.3], [0.3, -0.2, 0.1], [0.2, -0.3, 0.0], [0.1, -0.2, 0.2], [0.1, -0.1, -0.2], [-0.7, 0.6, 0.9], [0.8, -1.1, -1.3], [-0.2, 0.1, 0.2], [-0.2, 0.2, 0.1], [0.0, 0.1, 0.3], [-0.1, 0.2, -0.1], [0.8, -1.0, 0.3], [-1.3, 1.4, -0.5], [0.3, -0.1, 0.1], [0.2, -0.3, 0.0], [0.1, -0.2, 0.1], [-0.2, 0.2, -0.1], [0.8, -0.9, 0.3], [-1.2, 1.4, -0.4], [0.3, -0.2, 0.1], [0.2, -0.2, 0.0], [0.2, -0.2, 0.2], [0.1, -0.1, -0.2], [-0.6, 0.6, 0.9], [0.8, -1.1, -1.4], [-0.2, 0.1, 0.2], [-0.2, 0.2, 0.2], [-0.1, 0.1, 0.3], [0.1, -0.2, -0.2], [-0.6, 0.6, 0.9], [0.9, -1.0, -1.4], [-0.2, 0.1, 0.2], [-0.1, 0.2, 0.2], [-0.1, 0.2, 0.3], [0.1, -0.1, 0.1], [-0.9, 0.5, -0.7], [1.4, -0.7, 1.0], [-0.3, 0.1, -0.1], [-0.1, 0.0, -0.2], [-0.1, 0.3, -0.1], [0.1, 0.2, 0.0], [-0.8, -1.0, 0.0], [1.3, 1.8, 0.1], [-0.2, -0.3, -0.1], [-0.3, -0.2, 0.0], [-0.1, -0.3, 0.0], [-0.2, -0.2, 0.1], [0.7, 0.9, -0.5], [-1.1, -1.4, 0.8], [0.2, 0.2, -0.1], [0.2, 0.2, -0.1], [0.1, 0.3, -0.2]], "spin_multiplicity": 1, "homo_lumo_gap_ev": 8.04, "smiles": "O[C@@H](C[PH4])C(F)(F)F.CC#N.CC#N.CC#N.CC#N.CC#N.CC#N.CC#N.CC#N.CC#N.CC#N", "total_energy_ha": -2162.65919, "lumo_energy_ev": 0.13, "homo_ev": -7.903}